Entry 1:
This record from the Open Molecules 2025 dataset describes a cluster of 2 separate species, C2H7N in total. The level of theory is wB97M-V/def2-TZVPD.

Last column: Löwdin charge in e.
CARTESIAN COORDINATES (ANGSTROEM)
1 N 2.049 -0.184 1.735  0.0148
2 C -2.041 0.743 -0.947  -0.0468
3 C 2.178 -1.095 0.873  -0.1598
4 H -2.530 0.544 -1.896  0.0123
5 H 1.466 0.569 1.367  0.0342
6 H -1.774 1.798 -1.009  0.0170
7 H -2.727 0.596 -0.120  0.0151
8 H 1.576 -1.218 -0.037  0.0551
9 H 3.007 -1.807 0.912  0.0549
10 H -1.204 0.054 -0.878  0.0032

Properties
* Kohn-Sham gap: 0.4046 hartree
* ΔE to the lowest compared entry with this formula, charge and spin: 23.8 kcal per mole
* max |F|: 1.0 eV/A
* E_HOMO: -10.08 eV
* calculated total energy: -3676.4522 eV

***

Entry 2:
This record from the Open Molecules 2025 dataset describes an isolated molecule of C2H7N in a non-equilibrium geometry. The level of theory is wB97M-V/def2-TZVPD.

Last column: Löwdin charge in e.
CARTESIAN COORDINATES (ANGSTROEM)
1 N -0.518 -0.152 1.173  -0.0276
2 C 0.444 -0.268 0.006  -0.3598
3 C 0.042 0.449 -1.230  -0.1264
4 H 0.518 -1.340 -0.359  0.1151
5 H 1.438 -0.132 0.340  0.0738
6 H -1.058 0.105 -1.354  0.1084
7 H -0.506 0.681 1.711  0.0272
8 H -0.295 -0.832 1.961  0.0825
9 H 0.509 0.050 -2.144  0.0802
10 H 0.105 1.443 -1.028  0.0267

Properties
* Kohn-Sham gap: 0.3857 hartree
* ΔE to the lowest compared entry with this formula, charge and spin: 17.7 kcal per mole
* max |F|: 4.3 eV/A
* E_HOMO: -9.30 eV
* calculated total energy: -3676.7161 eV

***

Entry 3:
This record from the Open Molecules 2025 dataset describes a cluster of 2 separate species, C2H7N in total in a non-equilibrium geometry. The level of theory is wB97M-V/def2-TZVPD.

Last column: Mulliken spin population.
CARTESIAN COORDINATES (ANGSTROEM)
1 N 0.925 0.225 -0.932  0.9498
2 C 1.657 1.244 -0.259  -0.0700
3 C -1.427 -1.164 0.360  0.0281
4 H 0.243 0.841 -0.320  -0.0005
5 H -1.009 -1.923 1.022  -0.0022
6 H -1.553 -0.248 0.992  0.0006
7 H 2.243 1.136 0.627  0.0317
8 H -2.344 -1.388 -0.241  0.0029
9 H -0.622 -0.809 -0.385  0.0153
10 H 1.887 2.086 -0.865  0.0444

Properties
* Kohn-Sham gap (alpha / beta): 0.3047 / 0.3020 hartree
* ΔE to the lowest compared entry with this formula, charge and spin: 97.4 kcal per mole
* multiplicity: 2
* max |F|: 5.9 eV/A
* charge: +1
* E_HOMO (alpha / beta): -16.74 / -16.76 eV
* calculated total energy: -3664.0263 eV

***

Entry 4:
This record from the Open Molecules 2025 dataset describes an isolated molecule of C2H7N2 in a non-equilibrium geometry. The level of theory is wB97M-V/def2-TZVPD.

Last column: Mulliken spin population.
CARTESIAN COORDINATES (ANGSTROEM)
1 N -0.451 1.087 1.642  0.1057
2 N 0.048 -0.641 -0.005  0.0959
3 C 0.369 0.520 0.684  0.7555
4 C 0.164 -0.760 -1.458  0.0472
5 H -1.172 0.539 2.055  -0.0102
6 H -0.681 -1.207 0.413  -0.0109
7 H 0.661 -1.717 -1.675  -0.0108
8 H 1.315 0.950 0.380  0.0222
9 H 0.903 -0.029 -1.761  -0.0013
10 H -0.783 -0.815 -1.991  0.0022
11 H -0.374 2.073 1.716  0.0045

Properties
* Kohn-Sham gap (alpha / beta): 0.2312 / 0.3601 hartree
* ΔE to the lowest compared entry with this formula, charge and spin: 6.5 kcal per mole
* multiplicity: 2
* max |F|: 1.8 eV/A
* E_HOMO (alpha / beta): -5.01 / -8.57 eV
* calculated total energy: -5165.3547 eV

***

Entry 5:
This record from the Open Molecules 2025 dataset describes a structure of composition C2H7N2 in a non-equilibrium geometry. The level of theory is wB97M-V/def2-TZVPD.

Last column: Mulliken spin population.
CARTESIAN COORDINATES (ANGSTROEM)
1 N 1.412 -1.322 0.030  0.6254
2 N 0.550 1.420 -0.027  0.0578
3 C -0.764 1.107 -0.391  -0.0083
4 C 0.066 -1.242 0.185  0.1163
5 H -1.487 0.686 0.361  -0.0027
6 H -0.528 -1.658 -0.657  0.0841
7 H 0.237 0.727 -1.024  0.0018
8 H 1.259 -1.138 1.113  0.0595
9 H -1.304 1.789 -1.084  0.0000
10 H 1.175 0.736 0.449  0.0006
11 H -0.615 -1.106 1.044  0.0655

Properties
* Kohn-Sham gap (alpha / beta): 0.3562 / 0.2444 hartree
* ΔE to the lowest compared entry with this formula, charge and spin: 252.1 kcal per mole
* multiplicity: 2
* max |F|: 6.6 eV/A
* charge: +2
* E_HOMO (alpha / beta): -23.33 / -23.22 eV
* calculated total energy: -5136.3866 eV

***

Entry 6:
This record from the Open Molecules 2025 dataset describes a cluster of 2 separate species, C2H7N2O in total in a non-equilibrium geometry. The level of theory is wB97M-V/def2-TZVPD.

Last column: Löwdin charge in e.
CARTESIAN COORDINATES (ANGSTROEM)
1 O -1.440 -2.686 0.665  -0.3671
2 N -1.305 -1.653 -0.173  -0.3239
3 N -1.226 -0.474 0.136  -0.1922
4 C 1.901 0.818 -1.527  -0.0291
5 C -1.345 0.129 1.469  -0.1956
6 H 2.107 -0.160 -1.796  -0.0025
7 H 0.939 1.057 -1.856  0.0015
8 H 2.001 1.001 -0.488  0.0104
9 H 2.648 1.372 -2.004  -0.0126
10 H -0.366 0.163 2.043  0.0640
11 H -2.053 -0.570 2.052  0.0587
12 H -1.862 1.004 1.479  -0.0116

Properties
* Kohn-Sham gap: 0.2274 hartree
* ΔE to the lowest compared entry with this formula, charge and spin: 61.6 kcal per mole
* max |F|: 5.9 eV/A
* charge: -1
* E_HOMO: -2.16 eV
* calculated total energy: -7212.7073 eV

***

Entry 7:
This record from the Open Molecules 2025 dataset describes a cluster of 3 separate species, C2H7N2O in total in a non-equilibrium geometry. The level of theory is wB97M-V/def2-TZVPD.

Last column: Löwdin charge in e.
CARTESIAN COORDINATES (ANGSTROEM)
1 O -0.950 1.137 -3.594  -0.1065
2 N 0.405 1.401 -1.759  0.1287
3 N -0.315 1.077 -2.574  -0.4224
4 C 0.024 -0.929 1.792  -0.1493
5 C 0.426 0.144 0.654  -0.2719
6 H -0.931 -0.719 2.199  0.0273
7 H 0.715 -0.676 2.618  0.0431
8 H 0.157 -1.900 1.486  0.0092
9 H 1.293 -0.108 0.046  0.0192
10 H -0.303 0.155 -0.159  -0.1384
11 H -1.209 -0.829 -1.619  -0.2031
12 H 0.686 1.246 0.910  0.0641

Properties
* Kohn-Sham gap (alpha / beta): 0.2209 / 0.2209 hartree
* ΔE to the lowest compared entry with this formula, charge and spin: 107.7 kcal per mole
* max |F|: 5.3 eV/A
* charge: -1
* E_HOMO (alpha / beta): -1.58 / -1.58 eV
* calculated total energy: -7210.7089 eV

***

Entry 8:
This record from the Open Molecules 2025 dataset describes a cluster of 2 separate species, C2H7N2O in total in a non-equilibrium geometry. The level of theory is wB97M-V/def2-TZVPD.

Last column: Löwdin charge in e.
CARTESIAN COORDINATES (ANGSTROEM)
1 O -0.452 -0.388 -0.709  -0.0613
2 N 1.147 -1.005 -2.233  0.1420
3 N -1.332 0.972 1.747  0.1551
4 C -0.399 0.062 1.879  0.1329
5 C 0.654 -0.177 -1.254  -0.3467
6 H 1.137 0.792 -1.351  0.1317
7 H 0.422 -1.628 -2.578  0.1261
8 H -0.574 -1.065 1.648  0.1588
9 H -2.208 0.932 1.209  0.1615
10 H 0.620 0.496 2.019  0.1351
11 H -1.154 1.988 1.897  0.1662
12 H 2.138 -0.978 -2.275  0.0987

Properties
* Kohn-Sham gap: 0.3258 hartree
* ΔE to the lowest compared entry with this formula, charge and spin: 47.5 kcal per mole
* max |F|: 3.3 eV/A
* charge: +1
* E_HOMO: -14.24 eV
* calculated total energy: -7207.0849 eV